Entry 1:
Density functional theory data (ωB97M-V/def2-TZVPD) for 2 unconnected molecules or ions with the total composition C4H14ClN2Si.

Geometry as XYZ:
```
22
Properties=species:S:1:pos:R:3:forces:R:3:nbo_charge:R:1
Cl 2.37503 0.37546 1.29826 -0.6 0.5 -0.3 -0.43
Si 0.66352 1.23034 0.34031 -0.7 0.9 0.8 1.28
N -0.30690 0.41871 2.88489 -0.6 2.0 -1.4 -0.65
N 0.43481 2.91752 0.89425 -0.2 -2.8 -1.1 -1.32
C 0.30188 -0.33168 -2.68705 -0.4 0.3 0.4 -0.20
C -0.70993 0.31779 1.47020 1.5 -1.5 -0.9 -0.45
C 1.45581 -1.20853 -2.66113 2.6 0.1 -0.1 -0.72
C -0.84036 -1.13253 1.11559 0.6 0.3 -0.6 -0.64
H 0.55124 -0.01889 2.98784 2.3 -1.4 0.7 0.44
H -0.47596 -0.72040 -2.01561 -0.2 0.7 -0.8 0.18
H 1.33988 -2.08913 -3.30991 -0.3 0.0 0.0 0.26
H -1.69448 0.64981 1.41852 -1.5 1.5 -0.3 0.23
H -1.14716 -1.10519 0.09106 -0.7 -0.6 -0.5 0.23
H -0.17841 1.38746 3.06035 0.4 1.5 0.5 0.43
H 1.43741 -1.54274 -1.62688 0.9 -0.6 0.0 0.22
H 0.12609 0.35720 -3.51028 -0.3 0.0 0.5 0.20
H -0.11634 3.52147 0.31642 0.0 0.4 0.0 0.42
H 0.05484 -1.68715 1.12159 1.7 -0.3 -0.1 0.22
H 2.52122 -0.80991 -2.97317 -2.2 -0.4 0.8 0.25
H 0.93235 3.33036 1.63428 0.8 0.8 0.6 0.41
H -1.43591 -1.72182 1.75962 -1.5 -0.3 0.5 0.22
H -0.99459 0.13818 3.50933 -1.6 -1.3 1.6 0.43
```
Positions in Å, forces in eV/Å.

- HOMO energy (alpha / beta): -0.419 / -0.444 hartree
- Net charge: +1
- Lowest unoccupied orbital energy (alpha / beta): -5.234 / -3.245 eV
- Spin multiplicity: 1
- Energy above the lowest of the compared OMol25 structures with the same formula, charge and spin: 273.1 kJ/mol

---

Entry 2:
Density functional theory data (ωB97M-V/def2-TZVPD) for a molecular structure, C24H27F4N5SZr.

Geometry as XYZ:
```
62
Properties=species:S:1:pos:R:3:forces:R:3:nbo_charge:R:1
Zr 0.03377 0.00266 -0.19112 -0.4 0.8 -0.1 2.27
S -0.70098 2.02758 1.35382 0.1 0.1 -0.1 -0.19
F 0.23671 -0.90294 1.90559 -0.1 -0.1 0.2 -0.33
F -0.10017 -1.31572 4.58617 0.0 0.0 0.0 -0.27
F -4.65369 -2.23445 3.84656 0.0 0.0 0.0 -0.27
F -4.35632 -1.72682 1.22831 0.0 0.0 0.0 -0.29
N -3.32237 1.70727 1.69920 0.0 0.0 0.0 -0.73
N -2.70504 3.26942 0.14163 0.0 0.0 0.0 -0.75
N 0.11276 -1.86210 -1.48137 0.1 -0.4 -0.4 -0.57
N -1.76166 -0.98042 0.20377 -0.2 -0.2 0.2 -0.89
N -0.08861 1.28527 -1.93521 0.1 0.2 -0.5 -0.67
C -1.18137 2.25144 -3.81983 0.0 0.0 0.0 -0.24
C -2.37302 2.34212 1.03430 -0.1 0.0 0.0 0.39
C 1.11261 1.80287 -2.30816 0.1 0.0 0.1 0.25
C 0.51210 -4.38061 -1.24544 -0.1 0.0 0.0 -0.64
C -3.45124 -1.90290 3.40341 0.0 0.0 0.0 0.38
C -2.33445 -1.77877 -0.88579 0.0 -0.1 0.1 -0.24
C -3.29830 -1.65810 2.04337 0.0 0.0 0.0 0.26
C -1.15515 -1.43003 3.79464 0.0 0.0 0.0 0.38
C 1.04504 -1.83444 -2.66286 0.0 -0.1 0.0 -0.22
C -1.02024 -1.20831 2.44443 0.0 0.0 0.0 0.24
C 2.10319 0.73859 -0.24159 0.5 0.1 0.3 -0.68
C 3.53151 2.03447 -1.74515 0.0 0.0 0.0 -0.19
C -1.28073 -1.95228 -2.00306 -0.1 0.0 0.2 -0.23
C 2.27636 1.52117 -1.42351 -0.1 -0.1 0.1 -0.02
C -2.06015 -1.29314 1.52330 -0.1 -0.1 0.0 0.11
C 0.04352 2.78183 -4.22827 0.0 0.0 0.0 -0.09
C 0.41917 -3.02050 -0.56733 0.1 0.0 -0.1 -0.23
C 4.46231 1.08874 0.26232 0.0 0.0 0.0 -0.17
C 2.52650 -1.93924 -2.32824 0.0 0.0 0.0 -0.64
C 1.17808 2.56429 -3.47514 0.0 0.0 0.0 -0.22
C -2.39612 -1.78682 4.29126 0.0 0.0 0.0 -0.33
C 3.22053 0.55805 0.57942 0.0 0.0 0.0 -0.16
C 4.61548 1.81673 -0.90904 0.0 0.0 0.0 -0.17
C -1.20107 1.51250 -2.66795 0.0 0.0 0.0 0.06
H 2.83716 -2.96806 -2.15988 0.0 0.0 0.0 0.23
H -0.36188 -3.05275 0.19189 0.0 0.1 0.0 0.22
H -3.05909 1.03937 2.40616 0.0 0.0 0.0 0.43
H -3.21553 -1.29774 -1.31608 0.0 -0.1 0.0 0.22
H -1.38164 -1.18909 -2.77636 0.0 0.0 0.0 0.22
H -4.30001 1.94410 1.61305 0.0 0.0 0.0 0.42
H 3.68895 2.61554 -2.64298 0.0 0.0 0.0 0.22
H -2.12091 1.08180 -2.28691 0.0 0.0 0.0 0.22
H -2.53686 -1.97827 5.34607 0.0 0.0 0.0 0.28
H 3.12585 -0.01848 1.49367 0.0 0.0 0.0 0.22
H -1.43243 -2.91362 -2.49519 0.0 0.0 -0.1 0.24
H -0.41079 -4.65291 -1.75690 0.0 0.0 0.0 0.22
H 0.10438 3.36933 -5.13499 0.0 0.0 0.0 0.25
H 5.30842 0.93671 0.91917 0.0 0.0 0.0 0.24
H 5.58182 2.22562 -1.17131 0.0 0.0 0.0 0.24
H 2.80861 -1.34668 -1.46015 0.0 0.0 0.0 0.23
H -1.96948 3.84008 -0.24367 0.0 0.0 0.0 0.44
H -2.66247 -2.75327 -0.51887 0.1 0.0 0.0 0.22
H 0.76150 -2.65408 -3.32749 0.0 0.0 0.0 0.22
H 1.33431 -4.44743 -1.95296 0.0 0.0 0.0 0.22
H 3.10031 -1.56160 -3.17383 0.0 0.0 0.0 0.25
H 1.36338 -2.79538 -0.06396 0.0 0.0 0.0 0.23
H 0.68136 -5.13148 -0.47450 0.0 0.0 0.0 0.25
H 2.11783 2.98872 -3.79047 0.0 0.0 0.0 0.25
H -2.08671 2.41062 -4.38682 0.0 0.0 0.0 0.26
H 0.83510 -0.90882 -3.20182 0.0 0.0 0.0 0.21
H -3.65147 3.61167 0.05822 0.0 0.0 0.0 0.42
```
Positions in Å, forces in eV/Å.

- HOMO energy: -0.525 hartree
- Net charge: +2
- Lowest unoccupied orbital energy: -6.646 eV
- Spin multiplicity: 1
- Energy above the lowest of the compared OMol25 structures with the same formula, charge and spin: 40.7 kJ/mol

---

Entry 3:
Density functional theory data (ωB97M-V/def2-TZVPD) for 14 unconnected molecules or ions with the total composition C53H104F3O16S.

Geometry as XYZ:
```
177
Properties=species:S:1:pos:R:3:forces:R:3:lowdin_charge:R:1
S 14.88102 14.06323 22.92124 -0.7 -3.2 3.4 0.48
F 15.31129 13.88152 20.22762 0.0 -0.2 -0.6 0.12
F 15.21381 15.87643 21.00603 -0.8 2.2 -0.9 0.14
F 17.00070 14.75909 21.25625 0.1 -0.2 0.0 0.11
O 21.16412 13.02430 18.13874 0.6 0.2 -1.4 -0.14
O 14.72385 17.52073 14.14304 -0.3 -0.4 -0.8 -0.14
O 12.83532 6.91286 23.58814 -0.1 -0.2 -0.5 -0.14
O 17.67708 8.53283 22.62887 -0.1 -0.4 0.2 -0.12
O 13.87398 15.00802 23.41826 0.7 0.4 -1.7 -0.38
O 10.45843 10.64665 25.69865 0.7 0.8 -0.9 -0.13
O 17.19922 14.11603 29.23762 0.5 -0.4 1.3 -0.11
O 16.81204 20.60489 24.76124 0.2 -0.7 -1.1 -0.15
O 9.01985 12.38273 18.82726 0.5 0.4 1.3 -0.16
O 20.12689 10.86965 26.00719 -1.0 -0.9 0.2 -0.13
O 14.14754 21.90602 18.43475 -0.7 -1.4 -0.1 -0.13
O 15.99450 13.93457 23.86489 0.5 1.1 -1.3 -0.38
O 12.98950 12.74716 29.65659 -0.2 0.1 -1.3 -0.14
O 9.47200 19.44799 21.46493 -0.1 0.3 -0.7 -0.15
O 22.95710 19.26991 23.39102 0.8 1.6 -1.9 -0.13
O 14.31130 12.70100 22.73474 0.5 1.9 -1.6 -0.39
C 9.34321 10.69983 17.27810 0.6 -0.7 -1.3 -0.21
C 12.80462 12.37080 31.00785 -0.3 1.4 -0.6 -0.22
C 7.83134 12.33371 18.02436 1.4 -1.6 1.2 -0.18
C 12.12920 13.86874 29.32881 0.6 0.3 1.7 -0.16
C 21.73841 14.30375 18.39963 -0.1 0.3 0.6 -0.23
C 19.37507 8.72083 21.05939 1.3 0.2 -1.2 -0.19
C 22.15392 11.47090 25.07962 0.6 -0.1 -0.5 -0.17
C 16.90486 18.25546 13.84614 1.8 0.2 -0.2 -0.20
C 15.57506 21.82982 18.43088 -0.6 -0.4 -0.7 -0.21
C 15.66439 14.69000 21.21749 -0.3 -1.9 2.6 -0.70
C 8.33219 11.06729 24.80960 -1.2 0.0 -0.2 -0.19
C 12.21563 6.03165 21.45637 0.2 1.3 -1.3 -0.20
C 7.88726 10.86006 17.58394 -0.8 1.2 -1.1 -0.18
C 15.50432 21.53167 26.34501 -0.1 0.2 0.3 -0.19
C 16.87660 17.39381 15.08213 0.3 -1.1 0.7 -0.15
C 14.78263 23.60267 19.80660 0.1 0.9 0.0 -0.16
C 11.98195 14.65877 30.67970 1.1 -0.4 -0.5 -0.15
C 12.32779 5.60214 23.82120 1.0 0.0 -1.0 -0.18
C 12.73674 13.72449 31.68944 -1.3 0.4 0.6 -0.17
C 21.04430 12.93278 16.66395 -0.7 0.0 1.2 -0.17
C 13.72096 23.17898 18.83237 0.0 0.7 -0.6 -0.25
C 20.90801 12.00617 25.78215 0.9 0.0 0.2 -0.21
C 22.72895 14.55641 17.26911 -0.4 -1.1 -0.8 -0.15
C 14.53863 21.10485 25.23690 0.4 -0.8 0.3 -0.16
C 17.96832 14.07076 30.48136 0.8 1.7 -0.7 -0.15
C 17.22261 16.26371 30.14543 -0.3 1.7 -0.1 -0.23
C 10.66464 18.67202 21.42839 -0.5 -0.8 0.6 -0.19
C 9.60720 9.64444 26.20248 0.0 0.1 -0.9 -0.23
C 23.77743 18.57147 24.25827 0.3 -0.3 0.3 -0.22
C 10.02212 11.46419 18.39117 -0.2 -0.1 -0.7 -0.19
C 12.39087 7.31526 22.28825 0.3 0.0 0.1 -0.18
C 18.32802 15.55729 30.80180 0.2 -0.8 1.0 -0.20
C 21.57011 17.66251 24.28866 -2.6 0.3 0.2 -0.18
C 16.78529 21.75101 25.58984 -0.8 -0.1 -0.4 -0.24
C 22.35386 10.14626 25.78131 0.5 -1.0 0.1 -0.19
C 10.24214 17.44114 20.60590 0.7 -0.6 0.7 -0.16
C 19.06138 7.27305 21.29295 0.8 -0.9 -0.8 -0.20
C 15.49147 18.56129 13.56088 -1.0 -0.6 -0.9 -0.23
C 15.39714 17.00964 15.28433 -0.6 1.7 0.6 -0.18
C 16.03792 23.09308 19.10106 0.3 -0.5 0.1 -0.17
C 8.89770 19.35987 20.13343 -0.6 1.1 2.0 -0.20
C 15.46776 20.16834 24.40998 -0.5 1.1 1.1 -0.15
C 8.43260 9.60017 25.22741 -0.1 -0.3 0.5 -0.17
C 17.01134 15.47660 28.89729 -1.0 0.3 -0.5 -0.23
C 21.62517 19.06399 23.67779 -1.2 0.2 1.2 -0.21
C 21.92280 14.00263 16.04599 0.4 0.8 0.5 -0.17
C 9.76653 11.55073 24.77750 -0.7 -0.7 1.5 -0.15
C 9.32511 18.03627 19.60823 -0.9 -0.1 -2.5 -0.21
C 12.41397 4.91313 22.40273 -0.6 -0.9 1.6 -0.17
C 18.35030 9.49607 21.81120 -0.7 0.0 0.3 -0.20
C 22.96854 17.30199 24.49550 2.2 -1.4 -0.3 -0.19
C 20.94217 9.70403 26.19526 0.3 0.7 -0.5 -0.18
C 17.71548 7.29456 21.88606 -0.9 0.6 1.3 -0.21
H 16.90624 7.30486 21.15590 0.0 0.0 -0.4 0.12
H 21.30631 19.78950 24.42616 -0.1 0.2 0.4 0.11
H 16.91243 22.84446 19.70235 0.0 0.6 0.1 0.11
H 7.73789 11.65818 25.50658 0.1 -0.2 0.5 0.10
H 21.32300 14.82378 15.65348 -0.1 -0.1 -0.2 0.10
H 18.36781 15.69623 31.88218 0.1 0.1 0.1 0.11
H 15.71714 20.66972 26.97737 -0.4 0.1 0.4 0.12
H 20.38632 8.89711 21.42598 0.0 0.4 -0.4 0.11
H 11.09874 13.63836 29.05828 0.2 -0.8 -0.5 0.10
H 19.25858 15.93157 30.37511 0.3 -0.6 -0.1 0.11
H 20.39688 12.78823 25.22070 -0.4 -0.4 0.0 0.13
H 18.95373 13.61475 30.38596 -0.4 -0.9 -0.4 0.11
H 13.64019 23.83566 17.96614 0.4 0.3 -0.4 0.11
H 13.37484 4.41112 22.28956 0.1 0.2 0.1 0.11
H 9.57550 9.64274 17.14882 0.4 -0.1 0.6 0.11
H 20.95204 19.27309 22.84635 0.5 -0.4 -0.4 0.12
H 7.82289 11.27026 23.86752 0.1 -0.4 -0.3 0.10
H 17.46716 17.29078 29.87449 0.0 0.2 0.1 0.12
H 12.60152 14.46080 28.54493 0.0 -0.3 0.0 0.12
H 12.19641 13.65071 32.63321 0.0 0.1 0.2 0.10
H 17.56086 6.41984 22.51778 -0.3 0.3 0.5 0.12
H 11.25022 6.01617 20.95055 -0.2 0.0 0.2 0.10
H 13.15158 7.96324 21.85288 -0.1 0.1 0.2 0.12
H 20.45524 8.93358 25.59742 0.4 -0.1 -0.2 0.12
H 19.03740 6.65948 20.39237 0.4 0.0 -0.1 0.11
H 11.33578 5.69485 24.26325 -0.3 -0.4 -0.1 0.11
H 21.06622 9.31274 27.20501 -0.8 0.4 0.5 0.11
H 12.94047 5.99856 20.64297 0.1 0.1 0.0 0.10
H 10.34768 10.72268 19.12073 -0.1 0.6 0.7 0.12
H 11.65394 4.15235 22.22482 0.0 -0.2 0.4 0.10
H 23.11467 15.56319 17.10870 -0.2 0.0 0.2 0.11
H 18.79148 10.31088 22.38527 -0.4 -0.2 0.4 0.13
H 9.21539 20.24219 19.57783 0.2 -0.1 -0.4 0.11
H 23.01763 10.23503 26.64132 -0.3 0.4 0.4 0.10
H 16.33419 16.30455 30.77562 -0.2 -0.2 -0.1 0.12
H 24.71036 18.40776 23.71889 0.1 -0.2 0.1 0.12
H 19.83179 6.88867 21.96140 -0.3 -0.4 0.2 0.11
H 14.11610 21.93536 24.67135 0.2 0.1 0.0 0.10
H 21.13048 12.38807 26.77852 0.5 0.6 0.1 0.12
H 22.53877 13.59847 15.24265 0.1 0.1 0.1 0.10
H 17.67227 9.92560 21.07373 -0.4 0.2 0.2 0.12
H 7.60948 9.14718 25.78003 -0.5 0.4 -0.3 0.10
H 17.71911 21.78707 26.15089 -0.2 0.0 0.1 0.12
H 22.85086 9.34164 25.23940 -0.1 0.2 -0.7 0.10
H 9.62934 11.10855 16.30899 -0.4 0.4 -0.1 0.11
H 10.92093 14.85376 30.83565 0.1 -0.3 0.6 0.09
H 14.87253 24.68543 19.89412 -0.3 0.0 0.4 0.11
H 16.00053 15.75753 28.60155 -0.3 -1.0 -0.5 0.12
H 7.82029 19.44990 20.27183 -0.1 0.0 0.0 0.11
H 15.05896 15.99825 15.50972 0.6 -0.3 -0.6 0.12
H 9.74369 12.53573 25.24370 0.7 0.2 -0.4 0.12
H 22.18057 14.34189 19.39519 0.4 -0.6 0.0 0.12
H 23.04597 12.09696 25.10003 -0.1 0.2 0.4 0.10
H 19.26294 8.97833 20.00620 0.6 0.0 -0.1 0.11
H 7.99684 13.08411 17.25130 -0.8 -0.1 -0.4 0.12
H 15.88739 21.77154 17.38822 0.2 0.1 -0.2 0.11
H 15.94851 20.90901 18.87892 -0.5 -0.1 0.4 0.12
H 11.50854 19.20992 20.99641 0.0 0.1 -0.2 0.12
H 17.39985 13.64967 31.31058 -0.2 -0.2 -0.3 0.11
H 12.45433 15.64003 30.63403 0.1 0.0 0.0 0.09
H 13.73347 20.53498 25.70064 -0.2 0.1 -0.3 0.11
H 7.01311 12.49251 18.72676 -0.2 0.5 -0.4 0.12
H 17.64421 15.74581 28.05166 0.4 0.1 0.1 0.12
H 9.76313 18.22075 18.62731 0.5 -0.3 0.0 0.11
H 14.95035 17.58569 16.09468 0.4 0.1 0.6 0.11
H 17.49235 19.16693 13.95650 0.0 0.1 0.3 0.11
H 12.70201 23.22651 19.21655 0.0 -0.8 0.4 0.12
H 17.48541 16.51800 14.85758 0.0 -0.1 0.5 0.10
H 8.62065 8.95438 24.36968 0.3 0.0 0.0 0.10
H 17.31253 17.92516 15.92815 -0.2 -0.3 0.2 0.11
H 21.05185 17.66729 25.24755 -0.2 0.2 0.0 0.11
H 11.86187 11.82577 31.05537 0.0 -0.3 0.5 0.12
H 15.12665 22.38971 26.90109 0.2 -0.1 0.2 0.11
H 16.26688 23.76498 18.27388 0.4 0.4 0.4 0.11
H 24.05247 19.14364 25.14431 -0.3 0.2 0.4 0.11
H 21.30045 11.92718 16.33041 0.1 0.0 0.3 0.11
H 10.87437 12.04844 18.04414 0.2 -0.2 0.1 0.12
H 22.01866 11.28404 24.01430 -0.6 0.1 -0.1 0.11
H 7.27627 10.71863 16.69244 -0.2 -0.4 0.1 0.11
H 23.12209 16.77187 25.43545 0.3 0.1 -0.1 0.12
H 13.75180 14.05125 31.91520 -0.1 0.3 -0.2 0.10
H 23.28894 16.66690 23.66960 0.0 -0.5 0.2 0.11
H 14.47143 23.15275 20.74936 0.8 0.0 0.2 0.12
H 15.25211 20.22480 23.34302 0.4 0.0 0.0 0.11
H 15.28098 19.15785 24.77347 0.5 -0.2 -0.3 0.12
H 11.00856 16.82535 20.13524 0.4 0.4 0.2 0.12
H 9.28693 9.88991 27.21503 -0.2 0.1 0.2 0.11
H 15.24124 19.55119 13.94247 -0.4 0.1 0.1 0.12
H 7.59785 10.20378 18.40470 -0.2 0.1 -0.1 0.12
H 15.28736 18.48095 12.49318 -0.2 0.5 0.0 0.12
H 20.99702 16.96609 23.67655 0.2 -0.1 -0.1 0.12
H 11.45739 7.87284 22.36453 -0.1 0.1 0.1 0.11
H 9.67212 16.73847 21.21370 0.1 0.2 0.4 0.12
H 23.55893 13.86376 17.40857 0.3 0.2 0.2 0.11
H 17.45006 17.69438 13.08715 -0.5 0.0 -0.5 0.11
H 13.02488 5.11878 24.50568 -0.3 0.0 0.2 0.11
H 10.87852 18.44328 22.47244 0.3 -0.1 -0.1 0.12
H 19.99358 13.11882 16.44149 -0.1 -0.1 -0.1 0.11
H 8.47457 17.39247 19.38413 -0.1 0.0 0.2 0.11
H 10.12506 11.54628 23.74815 0.7 -0.1 0.4 0.12
H 16.64829 22.66810 25.01690 0.4 0.3 -0.4 0.11
H 20.94800 15.04374 18.52522 -0.3 0.3 -0.7 0.12
H 10.14704 8.69886 26.25290 0.2 0.0 -0.1 0.11
H 13.66012 11.82441 31.40492 -0.1 -0.4 -0.5 0.12
```
Positions in Å, forces in eV/Å.

- HOMO energy: -0.181 hartree
- Net charge: -1
- Lowest unoccupied orbital energy: 1.994 eV
- Spin multiplicity: 1